[1]
{
  "formula": "C4H12NO3",
  "method": "the ωB97M-V functional and the def2-TZVPD basis",
  "largest_force_ev_per_a": 3.64,
  "lumo_ev": [-10.22, -14.37],
  "homo_ev": [-19.13, -19.13],
  "gap_ev": [8.91, 4.76],
  "spin_multiplicity": 2,
  "charge": 2,
  "symbols": ["O", "C", "C", "C", "C", "O", "N", "H", "H", "H", "H", "H", "H", "H", "H", "H", "H", "H", "H", "O"],
  "positions_angstrom": [[-2.191, -0.091, -1.664], [-2.249, -0.349, -0.514], [-0.897, -0.176, 0.286], [-0.162, -1.496, 0.715], [0.943, -1.108, 1.665], [0.468, -1.816, -0.536], [0.001, 0.688, -0.522], [-3.096, -0.736, 0.087], [-1.107, 0.394, 1.224], [-0.858, -2.275, 0.937], [0.857, -1.651, 2.605], [1.961, -1.398, 1.311], [1.055, -0.065, 2.017], [0.963, -2.636, -0.667], [0.490, 0.152, -1.279], [0.636, 1.141, 0.131], [-0.472, 1.351, -1.202], [0.820, 3.962, -1.699], [1.867, 3.005, -1.640], [0.972, 3.106, -1.256]],
  "atomic_forces_ev_per_a": [[-0.6, -0.2, 0.1], [0.7, -0.6, 0.4], [0.3, 0.9, 1.4], [1.2, 0.4, -3.4], [1.6, 0.0, 2.0], [-0.6, 0.4, -0.7], [-0.7, -0.4, -2.2], [-0.3, 0.0, -0.3], [-0.5, -0.3, -0.7], [-0.4, -0.4, 1.0], [-0.4, -0.1, 0.1], [-1.0, 0.2, -0.3], [-0.5, -0.2, -0.4], [-0.3, -0.3, 0.7], [0.4, -0.4, 1.3], [0.4, 0.7, -0.5], [0.5, 0.4, 1.7], [-0.8, 0.0, 0.5], [-0.1, -0.6, 0.5], [0.9, 0.5, -1.1]]
}

---

[2]
{
  "formula": "C4H12NO3P",
  "method": "the ωB97M-V functional and the def2-TZVPD basis",
  "largest_force_ev_per_a": 8.86,
  "lumo_ev": 0.18,
  "homo_ev": -8.70,
  "gap_ev": 8.88,
  "smiles": "CC(=O)N(C)PO.CO",
  "charge": 0,
  "symbols": ["C", "C", "O", "N", "C", "P", "O", "H", "H", "H", "H", "H", "H", "H", "H", "C", "O", "H", "H", "H", "H"],
  "positions_angstrom": [[1.776, 2.076, 1.210], [1.068, 1.561, -0.177], [1.621, 1.860, -1.368], [-0.257, 0.781, -0.100], [-0.112, -0.399, 0.854], [-1.351, 1.944, 0.770], [-2.946, 1.958, 0.054], [1.808, 3.256, 1.154], [1.169, 1.807, 2.195], [2.870, 1.614, 1.252], [-1.126, -0.996, 0.812], [0.814, -1.082, 0.568], [0.053, -0.076, 1.982], [-1.546, 1.439, 2.136], [-3.463, 2.635, 0.606], [0.212, -2.823, -2.060], [-0.907, -3.340, -1.364], [0.540, -1.903, -1.571], [1.024, -3.554, -2.041], [-0.071, -2.603, -3.093], [-1.176, -4.155, -1.821]],
  "atomic_forces_ev_per_a": [[0.0, 0.1, -0.3], [2.5, 1.8, -4.9], [-3.7, -2.1, 7.7], [0.4, 0.7, 2.4], [0.3, -1.3, 0.8], [-0.3, 2.0, -1.1], [0.9, 0.2, 2.0], [0.1, -2.5, 0.0], [1.3, 0.4, -2.3], [-2.4, 1.1, -0.1], [2.2, 1.0, 0.0], [-2.1, 1.3, 0.4], [-0.2, -0.6, -2.3], [-0.2, -0.7, -1.2], [1.2, -1.3, -1.2], [0.0, -0.1, -0.2], [-0.4, -0.5, 0.0], [-0.2, -0.1, -0.1], [0.2, 0.1, -0.1], [0.3, 0.1, 0.0], [0.1, 0.5, 0.3]]
}

---

[3]
{
  "formula": "C4H12NO4",
  "method": "the ωB97M-V functional and the def2-TZVPD basis",
  "largest_force_ev_per_a": 3.64,
  "lumo_ev": 3.61,
  "homo_ev": -3.31,
  "gap_ev": 6.92,
  "charge": -1,
  "symbols": ["C", "C", "C", "O", "N", "C", "O", "H", "H", "H", "H", "H", "H", "H", "H", "H", "H", "O", "H", "H", "O"],
  "positions_angstrom": [[-0.771, -1.430, -0.215], [-1.668, -1.136, -1.537], [-1.519, 0.388, -1.844], [-1.652, 0.849, -2.949], [0.016, -0.266, 0.240], [0.655, -0.422, 1.555], [1.971, -0.741, 1.343], [-0.133, -2.187, -0.571], [-1.545, -1.615, 0.511], [-2.702, -1.430, -1.262], [-1.285, -1.859, -2.285], [-1.310, 0.994, -0.935], [0.811, -0.173, -0.403], [0.563, 0.485, 2.087], [0.140, -1.235, 2.071], [0.103, 1.885, 0.321], [-0.790, 2.280, 1.504], [-0.263, 2.651, 0.755], [2.567, 1.352, 0.873], [3.532, 0.329, 0.464], [3.280, 1.285, 0.279]],
  "atomic_forces_ev_per_a": [[-1.2, 2.5, -1.2], [1.3, 0.4, 1.5], [-1.0, -1.4, -0.2], [0.2, 0.2, -0.1], [-1.2, -0.1, -1.1], [2.6, -2.1, -1.4], [-0.3, -0.1, 0.8], [0.7, -1.7, 0.6], [0.5, -0.8, 0.7], [0.4, 0.5, -0.5], [-0.5, 1.0, -0.2], [-0.2, -0.1, -0.6], [0.0, -0.1, 0.4], [-0.5, 1.5, 1.0], [-0.7, -0.2, 0.5], [0.1, -0.9, -0.2], [0.8, 0.3, -1.1], [-1.0, 0.7, 1.3], [-1.4, -0.1, 1.2], [-0.9, 1.5, -0.3], [2.4, -1.1, -1.1]]
}

---

[4]
{
  "formula": "C4H12NOS",
  "method": "the ωB97M-V functional and the def2-TZVPD basis",
  "largest_force_ev_per_a": 0.68,
  "lumo_ev": 4.14,
  "homo_ev": -2.82,
  "gap_ev": 6.97,
  "charge": -1,
  "symbols": ["C", "C", "C", "S", "H", "H", "H", "H", "H", "H", "H", "N", "C", "O", "H", "H", "H", "H", "H"],
  "positions_angstrom": [[1.612, 2.527, 2.292], [2.286, 1.588, 1.295], [1.369, 1.036, 0.207], [0.023, 0.018, 0.906], [1.128, 3.367, 1.788], [2.359, 2.892, 3.001], [0.839, 1.981, 2.833], [3.110, 2.151, 0.822], [2.738, 0.760, 1.848], [1.943, 0.497, -0.550], [0.902, 1.886, -0.308], [-1.716, -2.883, -2.291], [-2.063, -1.847, -1.349], [-1.623, -0.556, -1.679], [-2.053, -2.646, -3.211], [-0.712, -2.960, -2.360], [-3.155, -1.796, -1.288], [-1.653, -2.127, -0.375], [-0.934, -0.298, -0.986]],
  "atomic_forces_ev_per_a": [[-0.1, -0.4, 0.0], [0.4, 0.3, -0.3], [-0.5, 0.3, 0.3], [0.1, -0.2, -0.2], [0.1, 0.1, 0.0], [-0.1, 0.2, 0.0], [0.0, 0.0, 0.0], [0.0, -0.1, 0.0], [0.0, -0.1, -0.1], [0.1, -0.1, 0.1], [0.1, 0.0, 0.0], [0.0, -0.4, -0.1], [-0.2, 0.5, 0.2], [0.6, 0.0, 0.0], [-0.1, 0.1, -0.2], [0.2, 0.0, 0.0], [0.0, -0.2, 0.0], [-0.1, 0.0, 0.1], [-0.6, -0.1, -0.1]]
}

---

[5]
{
  "formula": "C4H12NOS",
  "method": "the ωB97M-V functional and the def2-TZVPD basis",
  "largest_force_ev_per_a": 1.47,
  "lumo_ev": 4.05,
  "homo_ev": -3.04,
  "gap_ev": 7.09,
  "charge": -1,
  "symbols": ["C", "C", "S", "H", "H", "H", "H", "H", "C", "O", "C", "N", "H", "H", "H", "H", "H", "H", "H"],
  "positions_angstrom": [[-3.024, -0.005, 1.560], [-1.857, -0.293, 0.597], [-0.267, 0.084, 1.410], [-2.890, 0.991, 1.974], [-2.974, -0.697, 2.407], [-3.973, -0.194, 1.042], [-1.961, 0.358, -0.273], [-1.924, -1.344, 0.308], [1.340, 0.692, -1.664], [0.731, 1.798, -0.995], [2.372, 0.011, -0.756], [1.970, -1.337, -0.323], [0.614, -0.066, -1.970], [1.801, 1.157, -2.538], [0.314, 1.413, -0.175], [3.388, -0.062, -1.154], [2.476, 0.626, 0.149], [1.150, -1.260, 0.304], [2.714, -1.869, 0.097]],
  "atomic_forces_ev_per_a": [[0.4, -0.7, -0.2], [-0.2, 0.3, 0.8], [-0.3, 0.0, 0.2], [-0.4, 0.2, -0.2], [0.1, 0.0, 0.0], [-0.2, 0.4, 0.2], [0.0, -0.2, -0.2], [0.1, 0.0, -0.3], [0.2, 0.7, 0.6], [-0.3, -0.4, -0.2], [0.4, -0.6, 1.3], [-0.7, -0.2, -1.0], [-0.1, 0.1, -0.1], [0.1, -0.3, -0.1], [0.2, 0.1, -0.1], [-0.1, 0.0, -0.5], [-0.1, 0.4, -0.3], [0.6, 0.0, -0.2], [0.1, 0.2, 0.2]]
}

---

[6]
{
  "formula": "C4H12NOS",
  "method": "the ωB97M-V functional and the def2-TZVPD basis",
  "largest_force_ev_per_a": 2.54,
  "lumo_ev": 3.66,
  "homo_ev": -2.73,
  "gap_ev": 6.39,
  "charge": -1,
  "symbols": ["C", "N", "C", "C", "S", "C", "H", "H", "H", "H", "H", "H", "H", "H", "H", "H", "H", "H", "O"],
  "positions_angstrom": [[1.116, -1.444, -2.125], [0.467, -0.163, -1.824], [-0.255, -0.166, -0.512], [-1.306, 0.908, -0.478], [-2.129, 1.037, 1.224], [0.719, -0.204, 0.675], [1.620, -1.303, -3.083], [1.858, -1.805, -1.411], [0.362, -2.236, -2.243], [-0.320, -0.159, -2.462], [-0.764, -1.156, -0.476], [-0.776, 1.863, -0.397], [-1.984, 0.706, -1.303], [1.610, -0.763, 0.369], [0.221, -0.636, 1.532], [1.087, 0.820, 0.827], [-0.096, 2.185, 4.069], [-1.027, 1.231, 3.423], [-0.404, 1.282, 4.196]],
  "atomic_forces_ev_per_a": [[-0.3, 0.1, -0.5], [-0.1, 0.0, 0.7], [0.5, -1.9, 0.2], [0.7, 0.3, 2.4], [-0.4, -0.4, -0.7], [0.4, 0.8, -1.4], [0.1, -0.3, -0.1], [-0.1, 0.4, 0.1], [0.1, -0.2, 0.1], [0.1, 0.5, -0.4], [-0.2, 0.2, 0.1], [-0.2, 0.1, -1.3], [-0.3, 0.7, -0.1], [-0.2, -0.3, 0.3], [0.2, 0.2, 0.3], [-0.3, -0.2, 0.5], [0.2, 0.0, 0.2], [0.5, -0.4, 0.2], [-0.6, 0.3, -0.6]]
}

---

| no. | calculated total energy (Ha) |
| --- | --- |
| 1 | -439.27507 |
| 2 | -781.30034 |
| 3 | -515.28576 |
| 4 | -687.82305 |
| 5 | -687.80860 |
| 6 | -687.79832 |